# 1
20
Properties=species:S:1:pos:R:3 method="wB97M-V/def2-TZVPD" multiplicity=1 relative_energy_ev=0.9348 orbital_gap_ev=8.26 e_tot_ha=-398.8830 homo_ha=-0.486 total_charge=+1 lumo_energy_ev=-4.97
C -0.495 -0.125 -3.086
C -0.845 -0.151 -1.617
C -0.993 1.717 0.017
N -1.185 1.218 -1.138
H -1.330 0.274 -3.658
H 0.407 0.446 -3.297
H -0.309 -1.146 -3.407
H -1.725 -0.761 -1.423
H -0.023 -0.482 -0.982
H -1.307 2.743 0.157
H -0.490 1.073 0.735
H -1.671 1.811 -1.812
N 2.163 -0.189 2.860
C 1.515 -1.185 2.167
N 0.178 -0.895 1.841
O 2.069 -2.169 1.765
H 1.613 0.417 3.445
H 3.045 -0.462 3.272
H -0.290 -1.768 1.629
H -0.327 -0.366 2.533

=====

# 2
84
Properties=species:S:1:pos:R:3 method="wB97M-V/def2-TZVPD" multiplicity=1 orbital_gap_ev=7.06 e_tot_ha=-2322.9128 homo_ha=-0.192 total_charge=-1 lumo_energy_ev=1.83
N -0.016 -0.389 2.766
C 0.068 0.787 1.895
C -0.887 1.962 2.320
O -0.405 3.099 2.149
O -1.985 1.598 2.749
P -0.290 0.431 0.152
O -1.154 1.362 -0.596
O 1.104 0.196 -0.606
O -0.912 -1.067 0.138
H 0.897 -0.709 3.058
H -0.528 -1.164 2.374
H 1.091 1.175 1.940
H 1.820 -0.086 -0.024
H -1.833 -0.999 0.435
N -5.281 -1.279 1.802
C -4.473 -0.385 2.457
C -4.928 -0.272 3.737
C -6.051 -1.135 3.874
C -6.249 -1.739 2.659
H -5.183 -1.552 0.842
H -3.636 0.112 1.991
H -4.482 0.359 4.487
H -6.641 -1.296 4.761
H -6.984 -2.456 2.335
N -1.916 5.380 1.418
C -1.035 6.301 0.947
C -1.645 7.533 0.966
C -2.956 7.338 1.479
C -3.084 5.995 1.747
H -1.688 4.394 1.542
H -0.046 6.003 0.644
H -1.201 8.464 0.652
H -3.714 8.089 1.635
H -3.909 5.429 2.146
N -1.769 0.310 -3.269
C -2.687 0.567 -4.243
C -2.176 0.126 -5.439
C -0.891 -0.417 -5.166
C -0.673 -0.284 -3.817
H -1.860 0.540 -2.285
H -3.623 1.043 -4.009
H -2.662 0.192 -6.399
H -0.203 -0.844 -5.878
H 0.166 -0.556 -3.199
N 0.363 -2.635 -7.955
C -0.765 -2.585 -8.725
C -0.410 -2.103 -9.957
C 0.990 -1.852 -9.926
C 1.436 -2.189 -8.676
H 0.393 -2.941 -7.000
H -1.719 -2.890 -8.331
H -1.079 -1.944 -10.786
H 1.596 -1.463 -10.727
H 2.420 -2.147 -8.241
N 4.020 -0.891 -2.255
C 5.267 -1.370 -1.957
C 6.056 -0.299 -1.627
C 5.249 0.870 -1.729
C 3.999 0.470 -2.121
H 3.234 -1.450 -2.534
H 5.482 -2.424 -1.998
H 7.092 -0.346 -1.335
H 5.550 1.885 -1.532
H 3.098 1.029 -2.308
N 5.598 -3.081 2.453
C 5.845 -2.596 1.198
C 7.025 -3.142 0.767
C 7.504 -3.991 1.803
C 6.601 -3.931 2.830
H 4.800 -2.845 3.014
H 5.172 -1.906 0.721
H 7.495 -2.952 -0.184
H 8.409 -4.576 1.795
H 6.587 -4.417 3.790
N -1.967 0.740 7.559
C -2.375 -0.078 8.578
C -2.663 -1.304 8.037
C -2.416 -1.216 6.639
C -1.988 0.057 6.374
H -1.698 1.701 7.657
H -2.429 0.280 9.592
H -3.016 -2.165 8.582
H -2.544 -1.992 5.904
H -1.706 0.531 5.445

=====

# 3
17
Properties=species:S:1:pos:R:3 method="wB97M-V/def2-TZVPD" multiplicity=1 relative_energy_ev=2.6319 orbital_gap_ev=9.89 e_tot_ha=-401.0800 homo_ha=-0.330 total_charge=0 lumo_energy_ev=0.91 smiles="C=COC(=C)[C@@H](N)O"
C -1.118 -0.601 -0.054
C -0.414 0.778 0.084
N -0.218 -1.685 0.109
C 1.869 0.167 0.520
C -0.995 1.867 -0.404
C 2.222 -0.181 -0.706
O 0.684 0.857 0.877
O -2.174 -0.687 0.902
H -2.697 0.123 0.875
H -1.535 -0.645 -1.074
H -0.714 -2.569 0.124
H 0.303 -1.576 1.001
H 2.568 0.249 1.341
H -0.560 2.840 -0.265
H -1.938 1.817 -0.914
H 1.504 -0.209 -1.512
H 3.213 -0.545 -0.906